## 1
30 unconnected molecules or ions with the total composition H60O30, computed with ωB97M-V/def2-TZVPD.

Values from the calculation:
HOMO-LUMO gap in eV: 8.285
Total charge: 0
2S+1: 1
LUMO energy in eV: -0.501

XYZ file:
```
90
H60O30 (ωB97M-V/def2-TZVPD)
H -2.441 -4.369 -0.757
H 3.988 0.497 -3.154
H -3.321 -0.322 3.559
H 2.527 0.509 -3.480
H 0.253 -0.030 2.842
O 3.301 4.123 0.919
O 0.562 -4.858 -0.286
H -3.882 3.880 -3.984
H 2.960 -3.134 1.439
H -4.567 -1.766 -0.549
O -0.395 -1.763 2.943
O 5.201 0.501 -1.682
H 2.558 4.516 1.460
O -1.168 2.752 -4.855
H 3.357 3.613 -3.299
O 1.361 5.071 2.666
H -0.189 0.667 -2.862
H 3.972 -4.247 1.459
O -0.577 3.283 2.754
O 1.364 -2.546 0.558
H -3.508 -1.275 2.415
H 0.571 0.009 6.144
H -3.413 -1.951 -1.450
H 0.099 1.567 -4.093
H 0.302 3.687 -0.817
H -2.499 1.865 4.836
O -2.082 -5.213 -1.066
H -3.386 1.173 -1.603
H 1.967 -4.565 -3.328
H 0.343 -0.775 -4.631
O 0.217 -1.680 -5.041
H -2.844 -5.776 -0.902
H 0.674 4.441 2.951
O 2.552 4.148 -3.316
O 0.442 0.844 -3.554
H 2.289 0.631 2.506
O -3.680 -2.169 -0.541
O -2.615 -2.865 1.898
H 2.445 -1.070 -0.266
O 1.026 -3.453 4.720
O 3.453 -3.711 2.035
H -2.228 -1.763 -3.324
H 1.529 3.929 -1.827
O -4.227 1.665 -1.529
H -2.199 3.910 -0.570
H -4.172 2.275 -2.238
O 2.593 -4.671 -2.639
H 1.215 -3.392 0.188
O 3.185 -0.480 -0.298
H 0.643 0.764 3.911
H 1.070 -5.597 0.053
H -1.188 -2.118 2.521
H 0.612 -2.295 1.161
O 3.392 0.220 -3.819
H -3.295 -2.750 -3.445
H -1.369 1.607 -1.004
H 0.191 1.408 6.473
H 2.120 3.909 -4.080
O -1.429 3.325 -0.333
O -1.481 0.848 -1.597
O -2.645 0.885 5.023
H 3.148 -0.122 0.633
H 5.753 -0.138 -2.124
H -1.826 0.649 5.406
H -0.212 2.386 2.904
H 2.872 3.918 0.051
H -1.926 2.898 -4.263
H -0.087 -2.417 3.525
H -1.013 3.539 -5.345
H -4.685 2.610 -4.228
H -0.390 -5.102 -0.536
H -2.873 -2.808 0.986
O -3.825 2.948 -3.891
H -1.355 3.187 0.598
O -3.997 -0.647 2.897
H 3.664 1.226 2.565
O 0.194 0.765 5.750
H 1.325 5.815 3.293
H -1.268 0.114 -1.071
H 1.761 -3.241 5.314
O -3.124 -1.908 -3.054
O 3.239 0.409 2.336
O 1.223 4.043 -0.911
H 2.043 -4.649 -1.835
O 0.616 0.830 2.961
H -2.906 -3.709 2.229
H -1.339 3.596 3.321
H -0.151 -1.624 -5.913
H 4.487 -0.110 -1.311
H 1.120 -4.376 4.499
```

Löwdin atomic charge list, values in e, 5 entries: number 1, H, carries 0.034; number 2, H, carries -0.054; number 3, H, carries 0.021; number 4, H, carries -0.001; number 5, H, carries 0.011


## 2
30 unconnected molecules or ions with the total composition H60O30, computed with ωB97M-V/def2-TZVPD.

Values from the calculation:
HOMO-LUMO gap in eV: 9.586
Total charge: 0
2S+1: 1
LUMO energy in eV: -0.783

XYZ file:
```
90
H60O30 (ωB97M-V/def2-TZVPD)
H -4.260 2.049 -0.142
H -4.054 1.454 -3.792
O 0.888 1.699 5.267
H -3.974 1.136 -1.315
O 5.162 -0.395 -2.611
O 1.078 1.668 2.377
O -3.066 -3.331 -2.127
O 3.032 1.259 -1.452
O -2.229 -1.194 -4.129
H -5.388 -1.169 -1.719
H -1.774 3.013 3.229
H 0.841 -3.774 0.459
H 0.468 -0.846 4.165
H 3.921 -1.801 4.080
O 0.745 0.287 -3.556
O 0.535 2.843 -2.875
H -2.882 -3.714 -1.269
H 3.238 -0.994 0.882
H -2.192 0.394 3.887
O -4.331 1.138 -0.427
O 1.661 -2.273 -2.334
H 1.145 -0.577 -3.458
O -1.041 3.556 3.518
O -0.083 -0.095 0.466
H 4.830 1.538 -0.207
H 4.479 3.976 -1.478
H 1.828 4.360 -0.522
H -5.734 0.506 0.133
O 5.667 1.637 0.246
H -0.195 0.128 -3.466
O 4.301 3.468 -2.270
H 1.517 -3.189 -2.568
H -6.293 -2.281 -2.206
H 0.530 -0.490 -0.155
H 0.502 2.262 -3.635
H -3.154 -0.189 4.900
O -4.491 -4.399 0.686
H 6.834 -1.066 -0.257
O 6.021 -1.562 -0.154
H 3.277 0.474 -0.962
H -5.099 -2.734 3.005
H 2.101 -4.099 1.233
H 1.273 -2.183 -1.464
H 5.989 0.081 -2.680
H -2.713 -1.934 -3.764
O -4.145 -2.800 2.955
H 5.402 -1.132 -0.744
O -5.974 -1.409 -2.437
H -3.020 0.425 -3.385
H -3.102 -0.653 -0.239
H 3.930 2.646 -1.950
H -3.828 -1.972 3.315
O 3.855 -0.973 3.603
O -3.135 1.859 2.398
H 1.255 2.558 5.060
H -0.264 3.032 3.326
H -3.883 1.407 2.787
H 4.531 0.149 -3.082
O 0.166 -1.466 4.828
O 2.936 -1.040 -0.025
H -7.120 0.948 0.555
H 1.511 2.490 2.146
H -3.431 2.104 1.521
O 1.325 4.869 -1.158
O -3.621 1.078 -3.026
H 0.527 2.253 -2.121
H -1.586 -1.593 -4.714
H -0.767 -1.578 4.646
H -0.925 -0.503 0.264
O -6.658 0.260 0.075
H 2.123 4.316 2.592
H 2.578 0.927 -2.226
H 4.624 -1.868 -2.826
H -3.676 -4.044 1.041
O -2.309 -1.101 -0.532
H -2.586 -1.602 -1.300
H 1.052 1.172 1.559
H 6.298 1.813 -0.451
H 1.234 5.071 1.626
H 0.601 1.350 4.423
O 1.655 4.222 1.762
H -5.179 -3.866 1.085
O 1.788 -3.631 0.459
O -2.663 -0.410 4.108
O 4.297 -2.767 -2.869
H 3.018 -1.965 -0.259
H 1.504 4.447 -1.999
H 3.350 -2.673 -2.967
H -3.574 -4.001 -2.585
H 2.977 -0.987 3.221
```

Löwdin atomic charge list, values in e, 5 entries: number 1, H, carries 0.067; number 2, H, carries 0.072; number 3, O, carries -0.051; number 4, H, carries 0.008; number 5, O, carries -0.027


## 3
30 unconnected molecules or ions with the total composition H60O30, computed with ωB97M-V/def2-TZVPD.

Values from the calculation:
HOMO-LUMO gap in eV: 8.360
Total charge: 0
2S+1: 1
LUMO energy in eV: -0.700

XYZ file:
```
90
H60O30 (ωB97M-V/def2-TZVPD)
O -1.497 -0.384 1.014
O 1.796 -2.032 0.356
H -2.821 0.828 -2.145
O -3.555 -2.205 -2.180
O 1.530 2.788 -0.202
H 1.615 -1.236 -5.370
H -3.966 -2.616 -0.436
H -1.272 0.163 0.268
H -0.296 -0.524 4.543
O 0.520 5.295 0.533
H 0.404 -0.367 5.980
O -0.322 0.974 -1.251
O -1.554 -5.153 -0.004
H 2.466 -2.763 0.376
H 2.276 2.982 2.726
O 2.950 2.760 2.058
O -3.665 0.607 -1.757
H 2.893 -1.620 3.259
H -0.786 -3.776 4.471
O -0.559 -3.056 1.289
H 4.570 2.341 -1.146
H -1.739 3.322 -2.449
H -1.210 5.026 0.809
O 5.452 2.195 -0.832
H 3.089 1.117 -4.483
H 1.328 -1.500 -1.554
O 3.989 -1.366 -2.622
H -1.833 2.830 -3.930
O -4.533 0.415 1.134
H -1.648 0.234 -5.596
H -0.700 -2.242 4.630
O -1.270 2.980 4.976
O -1.099 -2.220 -3.557
H -1.275 -1.290 0.812
H -2.506 5.747 1.344
H 1.911 -2.086 4.352
H 2.028 2.989 -0.987
O 2.813 -2.300 4.019
H -4.133 0.998 1.809
H 2.991 3.186 -3.210
O 3.486 -4.318 0.440
H -0.332 -1.825 -3.151
O 2.985 3.763 -2.454
H 4.612 1.378 -4.560
H 1.905 -0.819 -2.921
O -2.170 4.918 0.946
H -2.363 -5.331 0.419
H 2.931 0.748 2.193
H 2.445 2.772 1.240
H -2.971 3.584 2.183
H 0.745 -0.063 -4.936
H -4.272 0.782 -2.488
O -1.514 0.210 3.663
H -4.267 -1.617 0.788
O -1.743 2.530 -3.013
O 0.369 -0.983 5.193
H 5.848 3.125 -0.662
H -1.581 2.793 5.883
H 0.358 -2.851 1.190
O -3.478 2.953 2.663
O 1.702 -0.311 -4.962
O -0.887 0.648 -5.240
H 0.905 2.104 -0.542
O -1.227 -2.934 4.124
O 1.068 -1.192 -2.430
H 3.158 -4.879 -0.241
H -1.159 -4.352 0.492
H -3.108 2.919 3.530
O 3.484 -0.036 1.924
H -0.921 3.839 5.070
H -0.928 1.600 -5.433
H 2.222 -1.335 0.796
H -1.370 1.172 3.887
H 3.727 4.388 -2.602
H -3.595 -1.237 -2.181
H 0.018 0.117 -1.559
O 3.778 1.735 -4.222
H 4.820 -1.097 -3.068
H 1.089 5.373 1.307
H -1.233 0.065 2.775
H -0.674 1.472 -2.041
H 0.706 4.383 0.191
H 4.323 0.242 1.599
O -4.479 -2.525 0.384
H -1.865 -2.285 -2.968
H -4.000 0.331 0.313
H -4.335 -2.521 -2.716
H 4.354 -1.623 -1.763
H 4.430 -4.170 0.301
H -0.744 -2.936 2.250
```

Löwdin atomic charge list, values in e, 5 entries: number 1, O, carries -0.024; number 2, O, carries -0.036; number 3, H, carries 0.012; number 4, O, carries -0.069; number 5, O, carries -0.059


## 4
30 unconnected molecules or ions with the total composition H60O30, computed with ωB97M-V/def2-TZVPD.

Values from the calculation:
HOMO-LUMO gap in eV: 9.582
Total charge: 0
2S+1: 1
LUMO energy in eV: -0.531

XYZ file:
```
90
H60O30 (ωB97M-V/def2-TZVPD)
H 0.748 3.053 2.900
O -0.590 2.242 -1.101
H -0.497 2.966 -0.482
O -0.739 2.765 -4.758
H 1.005 -5.122 4.352
H 2.856 -1.705 4.091
O -2.796 -4.450 -0.957
H 0.479 -1.963 -3.618
O -0.060 -1.300 -3.186
H -0.586 3.686 -4.548
O 4.120 1.876 2.317
O 5.079 -1.384 0.369
H 0.105 2.340 -4.604
H 2.178 -0.910 -0.600
H -2.335 -2.151 4.273
O 2.999 -5.256 1.747
H 4.273 -1.656 0.808
H 2.567 2.637 -4.781
H 4.446 -0.429 -3.758
H -1.402 2.071 5.255
H -3.981 1.881 0.002
H 3.100 0.616 1.630
H 5.467 -2.199 0.052
H -3.062 -0.507 -3.967
O -3.798 -4.045 1.652
H -0.138 -4.181 4.037
H 2.173 -1.533 -1.980
H 3.899 2.892 -1.636
H 4.642 2.321 1.650
H -0.654 2.664 -1.957
O 3.096 3.404 -1.734
O -0.587 -2.478 4.930
H 2.642 -4.368 1.771
H -1.605 4.906 1.031
H -4.279 -1.330 2.806
H 2.452 1.296 -4.089
H -0.282 0.542 -0.224
H -0.432 -0.816 0.428
H -4.726 2.725 -3.028
O 0.564 4.431 -3.161
H 1.002 5.223 -2.849
H -3.612 1.945 -5.038
O 0.062 2.487 3.254
H -0.281 -2.902 5.732
H -2.947 -5.382 -1.119
O -5.178 -1.003 2.810
O -2.781 -1.408 -3.808
H -3.338 -3.357 2.132
H -1.163 -2.081 -1.565
H 0.828 4.070 0.777
H 2.334 3.911 0.758
O 3.781 0.244 -3.607
H 2.397 2.752 -1.767
H 1.276 3.821 -3.350
O -4.026 3.284 -2.692
H -1.658 -3.223 -0.704
H -3.623 -4.843 2.151
O 1.983 2.118 -4.229
O 2.632 -0.218 1.677
H -1.514 2.290 3.762
H -1.826 -1.357 -3.760
O 1.663 -3.826 -0.154
O -0.910 4.909 0.373
H -3.230 2.764 -2.806
O -3.811 2.628 0.577
H -3.442 -3.183 4.299
H -0.798 5.832 0.146
H 1.890 -0.110 1.083
H -5.692 -1.710 2.421
O -3.044 -2.513 3.743
O 2.327 -0.706 -1.524
H 0.060 -1.793 4.759
H -0.023 1.782 2.613
H 0.801 -3.412 -0.207
H -2.202 1.620 -4.592
H 3.704 2.584 2.808
O -3.069 1.230 -4.705
O -0.952 -2.581 -0.777
H 1.836 -4.134 -1.043
H 3.328 -0.041 -2.813
O 0.099 -0.020 0.451
H 2.523 -5.687 1.037
O 0.340 -4.934 3.690
H -2.903 2.869 0.396
H -3.244 -4.275 -0.130
O 1.572 3.837 1.333
O 1.948 -1.527 3.845
H 2.014 -0.971 3.068
O -2.035 2.083 4.537
H 0.560 -0.617 -2.928
```

Löwdin atomic charge list, values in e, 5 entries: number 1, H, carries 0.014; number 2, O, carries -0.023; number 3, H, carries 0.002; number 4, O, carries -0.047; number 5, H, carries 0.030


Stability ranking, top entry: 3; the second entry is 0.0179 hartree less favorable.


## 1
2 unconnected molecules or ions with the total composition CHF2IO, computed with ωB97M-V/def2-TZVPD.

Values from the calculation:
HOMO-LUMO gap (spin up / spin down) in eV: 8.667 / 6.751
Total charge: 0
2S+1: 1
LUMO energy (spin up / spin down) in eV: -0.930 / -2.584

XYZ file:
```
6
CHF2IO (ωB97M-V/def2-TZVPD)
C -0.204 -0.196 -0.117
F -0.809 0.165 -1.270
H -1.300 0.632 1.129
I 2.976 0.175 -0.641
O -0.365 0.706 0.758
F -0.298 -1.483 0.142
```

Löwdin atomic charge list, values in e, 5 entries: number 1, C, carries -0.620; number 2, F, carries 0.107; number 3, H, carries 0.183; number 4, I, carries 0.055; number 5, O, carries 0.124


## 2
2 unconnected molecules or ions with the total composition CHF2IO, computed with ωB97M-V/def2-TZVPD.

Values from the calculation:
SMILES: O=C(F)I.F
HOMO-LUMO gap in eV: 10.596
Total charge: 0
2S+1: 1
LUMO energy in eV: 0.369

XYZ file:
```
6
CHF2IO (ωB97M-V/def2-TZVPD)
C -0.955 -0.719 0.112
F -0.739 -1.950 -0.236
I -0.901 -0.632 2.166
F 1.497 1.229 -0.513
O -1.038 0.174 -0.633
H 2.136 1.899 -0.897
```

Löwdin atomic charge list, values in e, 5 entries: number 1, C, carries -1.066; number 2, F, carries 0.035; number 3, I, carries 0.943; number 4, F, carries -0.139; number 5, O, carries 0.068


## 3
2 unconnected molecules or ions with the total composition CHF2IO, computed with ωB97M-V/def2-TZVPD.

Values from the calculation:
SMILES: O=CF.FI
HOMO-LUMO gap in eV: 8.559
Total charge: 0
2S+1: 1
LUMO energy in eV: -2.087

XYZ file:
```
6
CHF2IO (ωB97M-V/def2-TZVPD)
I -0.344 0.952 -3.178
F 1.116 -0.090 -2.304
C -0.244 -0.156 1.244
F -0.308 -0.935 2.444
H 0.653 -0.570 0.683
O -0.873 0.799 1.112
```

Löwdin atomic charge list, values in e, 5 entries: number 1, I, carries 0.803; number 2, F, carries -0.791; number 3, C, carries -0.277; number 4, F, carries -0.035; number 5, H, carries 0.155


Stability ranking, top entry: 2; the second entry is 0.0384 hartree less favorable.